1.
Formula: C20H15F7MnN4O8S3
Source: OMol25
Level of theory: ωB97M-V/def2-TZVPD

The geometry in XYZ format:
```
58
Properties=species:S:1:pos:R:3:forces:R:3
Mn 0.36950 -0.63959 -0.49171 -0.2 -0.1 -0.4
F 4.54720 -0.33712 1.23637 0.1 0.1 0.2
C 3.99016 0.19567 2.32364 -0.2 -0.2 -0.2
F 4.07031 1.51774 2.26271 0.0 0.0 0.0
F 4.61917 -0.23183 3.40704 0.0 0.0 0.0
S 2.20960 -0.32013 2.35571 0.4 0.0 0.2
O 1.70611 0.13241 1.06347 -0.1 0.1 -0.5
O 1.59881 0.28231 3.49714 0.1 0.0 0.1
N 2.40730 -1.87514 2.48665 -0.3 0.1 -0.1
S 1.57055 -2.90518 1.64919 0.3 -0.1 -0.2
O 1.37387 -4.12722 2.34120 0.1 -0.1 0.1
O 0.40107 -2.29605 1.02588 0.0 0.1 -0.4
C 2.71842 -3.26678 0.22091 -0.1 0.4 0.0
F 2.84439 -2.11441 -0.48507 0.0 -0.3 0.0
F 3.92031 -3.62237 0.63482 0.0 0.0 0.2
F 2.23389 -4.20565 -0.56790 -0.2 0.0 0.0
N -1.39860 0.32991 0.17827 0.5 0.0 0.1
S -1.34845 0.84467 1.69749 -0.9 0.0 0.1
C -2.47383 2.26342 1.78345 0.3 -0.2 0.0
C -2.83799 2.90987 0.61660 0.0 -0.1 -0.1
C -3.67930 4.01196 0.69249 0.0 0.1 0.0
C -4.12790 4.46337 1.92403 0.0 0.0 0.0
C -3.73290 3.81903 3.08987 0.0 0.0 0.0
C -2.89890 2.71545 3.02510 0.0 0.0 0.1
C -2.30142 -0.31024 2.70376 0.3 0.2 0.0
C -1.62225 -0.98823 3.70444 0.1 0.1 -0.1
C -2.30449 -1.93430 4.45785 0.0 0.0 0.0
C -3.64234 -2.18981 4.20154 0.0 0.0 0.0
C -4.30863 -1.50591 3.19081 0.0 0.0 -0.1
C -3.63948 -0.55862 2.43574 -0.1 0.0 0.0
H -2.34569 0.14982 -0.13487 -0.1 -0.1 -0.1
H -2.46471 2.55653 -0.33622 0.0 0.0 0.0
H -3.97670 4.51995 -0.21526 0.0 0.0 0.0
H -4.78307 5.32265 1.97889 0.0 0.0 0.0
H -4.07559 4.17432 4.05256 0.0 0.0 0.0
H -2.59197 2.20288 3.92867 0.0 0.0 0.0
H -0.57688 -0.77218 3.88697 0.0 0.0 0.0
H -1.78617 -2.47142 5.24078 0.0 0.0 0.0
H -4.17338 -2.92676 4.78960 0.0 0.0 0.0
H -5.35288 -1.70752 2.99208 0.0 0.0 0.0
H -4.15735 -0.01760 1.65216 0.0 0.0 0.0
F 0.36344 1.40998 -7.30587 0.0 0.1 0.0
C 1.37366 0.98609 -6.53896 -0.2 -0.2 0.0
C 1.21395 -0.05557 -5.71642 0.0 0.2 -0.1
N 2.23360 -0.53177 -4.93128 0.3 -0.1 0.0
C 1.98021 -1.61244 -3.99875 -0.2 0.1 0.0
C 1.08192 -1.17224 -2.85056 0.0 0.1 -0.2
O 0.40318 -2.04348 -2.24968 0.2 0.1 0.5
O 1.09408 0.03849 -2.50248 0.1 -0.1 0.6
C 3.48477 0.06690 -4.92549 -0.2 -0.1 0.2
O 4.40412 -0.31733 -4.23593 0.0 0.0 -0.1
N 3.59382 1.15022 -5.77225 0.0 0.0 -0.1
C 2.64194 1.69448 -6.63731 0.1 0.0 0.2
O 2.89469 2.64068 -7.34289 -0.1 0.0 0.0
H 0.26612 -0.57057 -5.64061 0.0 0.0 0.0
H 2.94274 -1.89134 -3.57234 0.0 -0.1 0.0
H 1.54940 -2.47690 -4.50059 0.0 0.0 0.0
H 4.49858 1.59689 -5.77544 0.0 0.0 0.0
```
Positions in Å, forces in eV/Å.

Values from the calculation:
Spin multiplicity: 6
Kohn-Sham gap (spin up / spin down) in eV: 9.01 / 9.01
DFT total energy in eV: -126174.029



2.
Formula: C4H10N2O
Source: OMol25
Level of theory: ωB97M-V/def2-TZVPD

The geometry in XYZ format:
```
17
Properties=species:S:1:pos:R:3:forces:R:3
C -1.79173 0.73969 -0.74908 2.0 -1.5 -0.6
O -1.94122 1.47826 0.33800 1.2 0.7 1.9
H -0.79914 1.56241 0.86524 -1.9 0.0 -1.0
H -1.25447 1.21249 -1.58930 -0.2 0.2 -0.2
H -2.70713 0.25933 -1.11623 0.2 -0.2 0.1
H -0.92462 -0.16470 -0.50328 -1.9 1.1 -0.9
C 1.05027 -1.45472 -0.98429 -0.5 0.2 -0.4
C 0.38247 -0.75427 0.17500 1.8 -1.8 2.4
C 1.09561 0.44320 0.70239 -1.1 1.4 0.1
N -0.01543 -1.50573 1.18110 -0.7 0.3 -1.3
N 0.45292 1.45785 1.16338 0.5 -0.6 -0.5
H -0.36677 -0.95331 1.96343 0.4 0.1 0.1
H 0.98393 2.21161 1.58119 0.2 -0.1 0.1
H 2.18429 0.37422 0.77333 -0.1 0.0 -0.1
H 1.03981 -0.82378 -1.87513 0.0 -0.1 0.0
H 2.08713 -1.69598 -0.74186 0.0 0.1 0.1
H 0.52410 -2.38658 -1.18389 0.0 0.1 0.0
```
Positions in Å, forces in eV/Å.

Values from the calculation:
Spin multiplicity: 1
Energy above the lowest of the compared OMol25 structures with the same formula, charge and spin in kcal/mol: 110.8
Kohn-Sham gap (spin up / spin down) in eV: 8.33 / 8.33
DFT total energy in eV: -9334.183



3.
Formula: C39H70O9
Source: OMol25
Level of theory: ωB97M-V/def2-TZVPD

The geometry in XYZ format:
```
118
Properties=species:S:1:pos:R:3:forces:R:3
C -0.63010 3.22730 0.89132 0.1 -0.1 0.0
C -1.27005 3.23251 2.24603 -0.1 -0.1 0.0
C -1.19585 2.22486 3.13160 0.0 0.2 -0.3
C -0.43661 0.95455 2.91021 -0.1 0.5 0.3
C -1.32906 -0.24193 2.48198 1.0 -0.6 0.1
C -1.46728 -1.19004 3.68030 -0.1 0.1 -0.1
C -0.63985 -1.00617 1.31847 -0.3 0.2 0.2
C -1.89555 2.41243 4.43309 0.0 0.0 0.0
O -1.50256 1.91300 5.46289 -0.1 -0.3 0.1
C -3.09776 3.28474 4.42539 -0.3 0.2 -0.2
C -3.16246 4.29004 3.55838 0.0 -0.3 0.2
C -2.02362 4.46904 2.62185 0.2 -0.1 0.0
O -1.69779 5.55831 2.20497 -0.2 0.1 -0.2
H 0.40784 2.89675 0.93401 0.0 0.0 0.0
H -0.67128 4.21456 0.43853 0.0 0.1 0.0
H -1.15097 2.52648 0.23354 0.0 0.0 0.0
H 0.35460 1.15477 2.19075 -0.1 -0.1 -0.1
H 0.05743 0.70205 3.84862 0.1 -0.1 0.0
H -2.31339 0.09749 2.15879 0.0 0.1 0.0
H -0.46836 -1.50116 3.99132 0.0 0.0 0.0
H -2.02510 -2.08669 3.40687 -0.1 0.0 0.0
H -1.94520 -0.70634 4.53405 0.0 0.0 0.0
H 0.34797 -0.60840 1.11468 0.0 0.0 -0.1
H -0.51640 -2.06090 1.56353 -0.2 -0.1 -0.1
H -1.22406 -0.90896 0.40402 0.1 -0.2 -0.1
H -3.88169 3.08167 5.14285 0.1 0.0 0.2
H -3.99354 4.98122 3.51983 0.1 0.2 0.0
C 2.66793 -0.15237 -2.77117 -0.1 0.0 0.0
C 2.08881 1.25566 -2.88404 0.1 0.1 0.0
C 0.95771 1.20665 -1.87027 -0.1 -0.1 0.0
O 1.37592 0.29897 -0.84375 0.1 0.1 -0.1
C 2.53244 -0.41966 -1.27763 0.1 0.1 0.1
H 3.69689 -0.23381 -3.11866 0.0 0.0 0.0
H 2.05689 -0.85727 -3.34053 0.0 0.0 0.0
H 2.83772 1.98942 -2.57611 0.0 0.0 0.0
H 1.74248 1.51313 -3.88419 0.0 0.0 0.0
H 0.03680 0.82944 -2.32144 0.0 0.0 0.0
H 0.75033 2.18035 -1.42266 0.0 0.0 0.0
H 3.40456 -0.04575 -0.73030 0.0 0.0 0.0
H 2.40108 -1.47712 -1.04232 0.0 0.0 0.0
C 4.40877 5.79866 -1.20012 -0.1 0.0 0.0
C 5.14974 5.43873 0.08526 0.1 0.0 0.0
C 4.76380 3.97644 0.26199 -0.1 0.0 0.0
O 4.58394 3.44706 -1.05392 0.0 0.0 0.0
C 4.54786 4.51313 -2.00456 0.1 0.0 0.0
H 4.81925 6.66463 -1.71712 0.0 0.0 0.0
H 3.35695 5.99726 -0.98298 0.0 0.0 0.0
H 6.22782 5.53055 -0.06427 0.0 0.0 0.0
H 4.87082 6.05305 0.93977 0.0 0.0 0.0
H 3.82181 3.87791 0.81218 0.0 0.0 0.0
H 5.52692 3.39238 0.77726 0.0 0.0 0.0
H 5.48011 4.50287 -2.57986 0.0 0.0 0.0
H 3.71653 4.34887 -2.69199 0.0 0.0 0.0
C -3.59183 2.25696 -4.84806 0.0 0.0 0.1
C -3.25592 3.53861 -4.08793 0.0 0.0 -0.1
C -2.11106 3.07503 -3.19628 0.0 -0.1 0.0
O -1.42911 2.04966 -3.92197 0.0 0.0 0.0
C -2.20980 1.64993 -5.04792 0.0 0.0 -0.1
H -4.11718 2.42575 -5.78692 0.0 0.0 0.0
H -4.20612 1.60247 -4.22516 0.0 0.0 0.0
H -2.90807 4.30667 -4.78201 0.0 0.0 0.0
H -4.09156 3.94552 -3.52088 0.0 0.0 0.0
H -2.48541 2.65132 -2.25744 0.0 0.0 0.0
H -1.40489 3.87140 -2.95774 0.0 0.0 0.0
H -1.73566 2.03245 -5.95843 0.0 0.0 0.0
H -2.22632 0.55984 -5.09898 0.0 0.0 0.0
C -2.01435 -2.67585 -5.53280 0.1 0.0 0.0
C -2.28821 -4.16940 -5.65903 -0.1 -0.1 0.0
C -1.73057 -4.70091 -4.34453 0.1 0.1 0.0
O -1.90852 -3.65621 -3.38405 0.0 0.0 0.0
C -2.26918 -2.44614 -4.04957 -0.1 0.0 0.0
H -2.65009 -2.06436 -6.17273 0.0 0.0 0.0
H -0.97099 -2.45732 -5.77490 0.0 0.0 0.0
H -3.36249 -4.33938 -5.71433 0.0 0.0 0.0
H -1.82324 -4.62972 -6.53034 0.0 0.0 0.0
H -0.66102 -4.92621 -4.42425 0.0 0.0 0.0
H -2.24563 -5.59578 -3.99308 0.0 0.0 0.0
H -3.33053 -2.24650 -3.85693 0.0 0.0 0.0
H -1.68232 -1.62269 -3.63755 0.0 0.0 0.1
C -7.43843 -2.99387 -7.58451 0.0 0.0 0.1
C -7.07779 -1.70167 -6.85530 0.0 0.0 -0.1
C -5.92729 -2.16028 -5.96941 0.0 -0.1 0.0
O -5.26570 -3.20846 -6.68181 -0.1 0.1 0.0
C -6.06703 -3.62253 -7.79123 0.0 0.1 0.0
H -7.97340 -2.83606 -8.51953 0.0 0.0 0.0
H -8.05283 -3.62839 -6.94231 0.0 0.0 0.0
H -6.73009 -0.95221 -7.56978 0.0 0.0 0.0
H -7.90123 -1.27321 -6.28631 0.0 0.0 0.0
H -6.29254 -2.55888 -5.01694 0.0 0.0 0.0
H -5.20863 -1.36631 -5.75760 0.0 0.0 0.0
H -5.60084 -3.26303 -8.71481 0.0 0.0 0.0
H -6.09619 -4.71208 -7.82051 0.0 0.0 0.0
C 4.00811 -0.17995 6.28950 0.1 0.1 0.0
C 2.84656 0.48279 7.02583 0.0 -0.1 0.0
C 1.87569 0.76356 5.88639 0.0 0.0 0.0
O 2.08136 -0.27668 4.92340 0.0 0.0 0.0
C 3.27371 -0.99896 5.23843 -0.1 0.0 0.0
H 4.64145 -0.79236 6.93033 0.0 0.0 0.0
H 4.63206 0.57927 5.81118 0.0 0.0 0.0
H 2.40491 -0.22036 7.73493 0.0 0.0 0.0
H 3.12818 1.38406 7.56854 0.0 0.0 0.0
H 2.08700 1.72888 5.41163 0.0 0.0 0.0
H 0.83148 0.75786 6.19873 0.0 0.0 0.0
H 2.99244 -1.97789 5.63366 0.0 0.0 0.0
H 3.85440 -1.14341 4.32502 0.0 0.0 0.0
C 4.44968 -5.95916 7.81587 -0.1 0.0 0.0
C 5.23970 -5.36986 6.64938 0.1 0.0 0.0
C 4.49412 -4.06532 6.40264 -0.1 -0.1 0.0
O 3.98640 -3.64768 7.67157 0.0 0.0 0.0
C 4.11116 -4.71010 8.61866 0.1 0.0 0.0
H 5.00524 -6.69413 8.39622 0.0 0.0 0.0
H 3.53636 -6.43266 7.44948 0.0 0.0 0.0
H 6.26781 -5.16627 6.95682 0.0 0.0 0.0
H 5.26804 -6.01041 5.76942 0.0 0.0 0.0
H 3.64977 -4.21194 5.72094 0.0 0.0 -0.1
H 5.13144 -3.27651 6.00052 0.0 0.0 0.0
H 4.91334 -4.46186 9.32214 0.0 0.0 0.0
H 3.17845 -4.79946 9.17618 0.0 0.0 0.0
```
Positions in Å, forces in eV/Å.

Values from the calculation:
Spin multiplicity: 1
Kohn-Sham gap in eV: 8.45
DFT total energy in eV: -60001.977



| no. | molecular weight (g mol⁻¹) |
| --- | --- |
| 1 | 723.49 |
| 2 | 102.14 |
| 3 | 682.98 |